C2H3NP2 as an isolated structure at a distorted geometry, computed with ωB97M-V/def2-TZVPD.

```
8
Properties=species:S:1:pos:R:3:forces:R:3
C 1.97274 -1.00075 0.11272 0.0170 -0.0366 0.5211
C 1.16315 0.16608 -0.14069 -2.7422 -2.3027 1.7717
N 2.58846 -1.93372 0.39695 -0.0737 0.2180 -0.2496
P -1.90041 -1.10791 -0.38055 1.2716 0.6742 0.5344
P -0.82557 -0.18166 1.09982 1.3754 -0.3640 -1.9688
H 1.47298 1.01830 0.44771 0.0260 0.5520 -1.0287
H 0.60798 0.01465 -1.07342 0.6974 1.3449 0.0294
H -2.99962 -1.17888 0.46764 -0.5714 -0.0860 0.3904
```
Forces are in eV/Å.

Computed properties:
- M (g/mol) = 103.0
- multiplicity = 1
- energy above the lowest of the compared OMol25 structures with the same formula, charge and spin (kJ/mol) = 140.1
- HOMO energy (eV) = -9.4